Entry from the Open Molecules 2025 dataset: one molecule with the formula C6H10O (ωB97M-V with the def2-TZVPD basis set).

```
17
Properties=species:S:1:pos:R:3
O 1.0010 -1.8449 1.2556
C 0.5986 -0.7298 -0.8474
C -2.2226 -0.1972 0.3552
C 1.2784 -1.7212 0.0887
C -1.0128 0.6836 0.4618
C 0.1828 0.5148 -0.1048
C 1.2615 1.5636 0.0067
H -3.0839 0.4034 0.0379
H 2.0632 -2.3591 -0.3706
H 1.0640 2.2627 0.8242
H -2.4829 -0.6493 1.3193
H 2.2498 1.1164 0.1694
H -1.1511 1.5829 1.0641
H -2.0980 -1.0071 -0.3694
H 1.3227 2.1438 -0.9243
H -0.2536 -1.2622 -1.2917
H 1.2829 -0.5005 -1.6747
```

Output
E_tot ... -8430.7728 eV
ΔE to the lowest compared entry with this formula, charge and spin ... 0.468 eV
Multiplicity ... 1
Kohn-Sham gap ... 10.0 eV
Strongest force on any atom ... 0.0101 Eh/bohr